1.
The following is a quantum chemistry calculation of C3H3NOS3 in the gas phase, from the OMol25 dataset.

Output
HOMO-LUMO gap	8.7	eV
lowest unoccupied orbital energy	-0.4	eV
SMILES	O=C1NC(=S)SCS1
calculated total energy	-1440.6547	Eh

XYZ file:
```
11
Properties=species:S:1:pos:R:3:forces:R:3:lowdin_charge:R:1
C -0.886751 0.194310 0.697592 1.4 0.9 2.0 -1.18
C -0.216305 -0.529568 -1.530853 1.4 0.2 -0.3 -0.66
C 1.838078 -0.660175 0.321319 0.7 1.6 1.8 -0.87
H -1.929061 -1.119689 -0.560743 1.4 1.6 0.3 0.19
H 1.832911 -1.661316 0.544959 -0.9 -2.7 0.0 0.02
H 2.907987 -0.487058 0.498191 -0.2 0.8 0.4 0.06
N -1.028447 -0.571993 -0.391397 -1.4 -2.3 -2.0 -0.03
O -0.637354 -0.730618 -2.635586 0.2 0.0 0.7 0.05
S -2.053555 1.009785 1.487566 0.0 -0.4 -0.2 0.66
S 1.603195 -0.116232 -1.260311 -1.9 0.0 -3.3 0.93
S 0.767610 0.299545 1.423601 -0.5 0.3 0.5 0.84
```
Positions in Å, forces in eV/Å.


2.
The following is a quantum chemistry calculation of C6H10 in the gas phase, from the OMol25 dataset.

Output
HOMO-LUMO gap	10.3	eV
lowest unoccupied orbital energy	1.3	eV
SMILES	C[C@@H]1C=CCC1
calculated total energy	-234.5950	Eh

XYZ file:
```
16
Properties=species:S:1:pos:R:3:forces:R:3:lowdin_charge:R:1
C 2.025860 -0.398030 0.047606 0.1 0.0 0.1 -0.08
C 0.616635 0.035018 -0.308529 0.0 0.0 -0.3 -0.40
C -0.499578 -1.001000 -0.083096 0.0 0.0 -0.1 -0.17
C -1.757344 -0.118154 -0.161148 -0.1 -0.1 -0.2 -0.20
C -1.280328 1.176302 0.462677 0.1 0.1 0.0 -0.10
C 0.048101 1.261129 0.381438 -0.1 0.0 0.0 -0.08
H 2.075698 -0.725430 1.089085 0.1 0.0 0.0 0.08
H 2.733765 0.426264 -0.094305 -0.1 -0.1 0.1 0.07
H 2.352140 -1.224103 -0.597088 -0.1 0.1 0.2 0.08
H 0.616929 0.265454 -1.389408 0.0 0.0 0.1 0.14
H -0.488229 -1.796666 -0.835432 0.0 0.1 0.1 0.11
H -0.388321 -1.474861 0.908124 -0.1 0.3 -0.2 0.12
H -2.670677 -0.551922 0.253510 0.2 0.0 0.2 0.10
H -1.978042 0.079265 -1.228236 0.0 -0.1 0.3 0.12
H -1.950040 1.955140 0.820962 0.2 -0.2 0.0 0.10
H 0.655507 2.125521 0.648017 -0.2 -0.2 0.0 0.11
```
Positions in Å, forces in eV/Å.


3.
The following is a quantum chemistry calculation of 2 unconnected molecules or ions with the total composition C4H10S2, from the OMol25 dataset.

Output
HOMO-LUMO gap	8.7	eV
lowest unoccupied orbital energy	0.0	eV
SMILES	C=CC.CSS
calculated total energy	-954.6562	Eh

XYZ file:
```
16
Properties=species:S:1:pos:R:3:forces:R:3:lowdin_charge:R:1
C -2.302317 -1.232878 1.431898 -2.4 3.7 -5.3 -0.65
S -1.821652 -1.904755 2.867223 1.4 -1.6 3.8 0.40
S 0.240735 -1.815190 3.244122 0.9 -1.0 -0.6 0.25
H -2.851349 -0.298032 1.759941 -0.7 -1.3 -0.6 0.03
H -2.912785 -1.772011 0.448233 1.9 1.0 3.3 0.14
H -1.549246 -0.567392 0.989346 0.6 -0.9 -0.4 0.01
H 0.944143 -0.647235 3.518782 -1.6 0.1 -0.2 -0.18
C 1.055478 1.599750 -2.458023 -0.9 3.1 1.7 -0.11
C 1.299723 1.083366 -1.060009 -0.1 1.6 -1.0 -0.24
C 1.186245 -0.163275 -0.712749 0.6 -3.3 1.1 -0.04
H 0.449268 1.036731 -3.058381 -1.8 -2.1 -1.1 0.03
H 0.473099 2.600401 -2.388447 1.0 -1.4 0.0 0.10
H 1.850151 1.813011 -3.118481 1.7 0.3 -0.1 0.05
H 1.492238 1.868316 -0.335468 0.0 -0.2 0.2 0.09
H 1.322620 -0.605505 0.316164 -0.2 1.1 -1.0 0.05
H 1.123649 -0.995302 -1.444150 -0.4 0.8 0.2 0.07
```
Positions in Å, forces in eV/Å.


4.
The following is a quantum chemistry calculation of a molecular structure, C15H49AgN12O13, from the OMol25 dataset.

Output
HOMO-LUMO gap (spin up / spin down)	8.1 / 2.8	eV
lowest unoccupied orbital energy (spin up / spin down)	-5.3 / -10.6	eV
2S+1	3
calculated total energy	-2382.4122	Eh
net charge	+2

XYZ file:
```
90
Properties=species:S:1:pos:R:3:forces:R:3:lowdin_charge:R:1
Ag 0.557215 1.182089 3.787411 -0.3 0.3 -0.4 0.91
C -1.399291 0.370941 0.348506 -0.5 1.0 0.6 0.00
C -0.157864 -0.478755 0.724275 -0.2 0.1 -1.4 -0.50
C 0.887784 -0.432590 -0.359821 0.1 -0.1 -0.9 -0.03
O 0.411528 -0.278870 1.972334 -0.5 0.0 0.0 -0.08
H -2.152593 0.388897 1.136106 0.1 0.0 0.2 0.09
H -1.952479 0.100796 -0.550993 0.8 -1.1 0.3 0.05
H -1.184500 1.410010 0.098885 0.5 0.2 0.5 0.07
H -0.554217 -1.494116 0.730288 -0.4 -0.5 0.4 0.09
H 1.191305 0.590175 -0.583275 0.5 -0.1 0.3 0.07
H 0.549516 -0.795899 -1.330225 -0.6 0.0 -0.1 0.09
H 1.710050 -1.121629 -0.166991 0.3 0.4 0.3 0.08
C 3.003856 2.247865 -2.911803 -1.8 0.9 -1.9 -0.22
C 3.179552 3.737297 -3.322556 0.8 -1.3 0.5 -0.25
O 3.929834 3.848454 -4.505296 -0.4 0.3 -0.3 -0.04
O 2.094732 1.609249 -3.826562 0.3 0.7 0.1 -0.09
H 2.467096 2.196590 -1.964512 0.9 -0.1 0.7 0.07
H 3.968929 1.758427 -3.042953 0.2 0.0 0.9 0.13
H 3.741150 4.172196 -2.495766 0.2 0.4 0.3 0.10
H 2.258953 4.310440 -3.432546 -0.1 -0.3 -0.2 0.12
H 4.580718 3.143545 -4.537737 0.1 0.0 0.0 0.09
H 2.195792 0.660786 -3.717869 -0.2 -0.6 -0.3 0.01
C -3.522348 3.634543 1.324534 -0.2 1.1 2.0 -0.23
C -4.271251 4.952975 1.661385 -0.5 0.5 -0.9 -0.25
O -3.626834 5.755035 2.600147 0.3 -0.3 1.7 -0.05
O -2.195315 4.022713 1.106584 1.8 -0.2 -1.5 -0.09
H -3.970929 2.972067 0.584253 0.0 0.3 -0.2 0.11
H -3.330238 3.093053 2.250802 -1.1 -0.4 0.3 0.11
H -5.294843 4.836977 2.017619 0.1 -0.5 0.1 0.12
H -4.351045 5.652622 0.829382 -0.2 -0.8 -1.1 0.12
H -2.759563 6.048732 2.311723 0.0 -0.2 -0.3 0.09
H -2.003055 4.118806 0.170953 -0.1 0.3 -0.1 0.09
C 0.643505 -5.238093 3.298406 -1.2 -0.6 -1.6 -0.30
C 0.205088 -3.800443 3.152809 0.4 -0.4 1.2 -0.25
O 1.220034 -3.012127 2.555545 0.1 -0.2 -0.8 -0.06
O 1.682955 -5.445667 4.143653 1.6 0.3 0.9 0.00
H 0.895021 -5.624738 2.310812 -0.1 -0.2 -0.4 0.12
H -0.171904 -5.843590 3.694109 -0.4 0.2 -0.2 0.14
H 0.087620 -3.523930 4.200582 -0.5 0.7 0.0 0.13
H -0.715319 -3.738293 2.572215 -0.4 -0.1 0.1 0.10
H 0.865273 -2.131150 2.415446 0.2 0.4 0.4 0.02
H 2.485793 -5.316805 3.633311 0.4 0.0 0.4 0.11
C 1.722131 -1.975045 -4.816463 -0.3 0.7 2.6 -0.80
O 1.741553 -1.142470 -3.961613 0.1 2.8 3.2 0.05
N 1.364354 -3.206257 -4.566383 -1.1 -3.8 0.1 0.18
N 2.039160 -1.775296 -6.027380 1.0 0.1 -4.8 0.21
H 1.121946 -3.556585 -3.650629 0.3 0.3 -0.6 0.10
H 1.436481 -3.801939 -5.378824 -0.4 -0.8 0.9 0.12
H 1.889270 -2.611435 -6.573746 0.6 1.1 -1.1 0.13
H 2.423108 -0.900791 -6.355900 -0.2 -0.3 -0.1 0.15
C -1.245936 -3.670393 -1.217360 -3.0 1.6 0.5 -0.64
O -1.107824 -3.932523 -2.418578 0.7 -1.2 -3.3 0.36
N -2.373571 -3.139102 -0.878859 -1.9 1.1 0.2 0.30
N -0.387283 -3.891024 -0.331241 4.7 -1.7 2.5 0.29
H -2.684574 -3.109441 0.081601 -0.1 -0.3 -0.2 0.16
H -2.933404 -2.718607 -1.606775 -0.8 0.7 -0.5 0.09
H 0.366840 -4.511209 -0.589605 0.4 0.0 0.4 0.17
H -0.239945 -3.270011 0.451540 0.0 -0.3 0.1 0.09
C 4.788119 -0.700499 1.217830 2.8 2.9 -0.4 -0.81
O 5.973837 -0.512124 1.246993 2.0 -0.4 -0.3 0.07
N 3.969514 0.226877 0.773415 -3.1 3.2 -1.9 0.17
N 4.175290 -1.693146 1.733900 -2.5 -5.2 2.1 0.19
H 4.268102 1.010285 0.210194 0.4 -0.4 0.3 0.12
H 2.966702 0.151817 0.867413 0.4 0.0 0.0 0.05
H 3.186749 -1.819953 1.570189 0.4 -0.3 0.2 0.07
H 4.713621 -2.515562 1.966140 -0.1 0.2 0.1 0.13
C -2.304644 -0.313630 4.462988 -3.0 0.7 1.1 -0.81
O -1.439596 0.477104 4.634377 3.8 4.4 1.8 0.01
N -2.134646 -1.228205 3.635230 1.4 -6.7 -5.9 0.20
N -3.527957 -0.264219 4.956615 -1.4 1.5 2.1 0.21
H -2.823921 -1.922314 3.383815 0.0 0.2 0.3 0.14
H -1.281411 -1.259558 3.095679 0.0 0.1 0.4 0.08
H -4.186431 -1.029988 4.945623 0.3 0.2 0.1 0.13
H -3.603859 0.445762 5.670945 -0.6 -0.2 0.1 0.13
C 2.121192 3.164277 1.484232 1.4 3.1 2.7 -0.78
O 1.782464 2.484344 2.408519 -0.1 -2.7 4.0 -0.02
N 2.950330 4.220941 1.545717 1.7 -0.3 1.8 0.20
N 1.503397 3.134400 0.408823 -3.1 -0.3 -7.4 0.21
H 3.126710 4.866727 0.789450 0.2 -0.3 0.3 0.12
H 3.535829 4.182288 2.367788 0.3 0.7 -0.3 0.13
H 1.844594 3.831553 -0.237442 -1.0 -0.5 -0.7 0.13
H 0.599554 2.694520 0.310505 0.3 0.2 0.0 0.11
C -4.174596 -0.371779 -3.058349 1.1 -1.1 2.0 -0.73
O -3.872919 -1.531885 -2.770402 0.2 -1.1 -0.5 0.01
N -5.012897 0.056470 -3.932324 -3.3 -0.4 -3.1 0.20
N -3.662908 0.615173 -2.366243 2.4 2.4 2.7 0.17
H -5.432172 0.968882 -3.823644 0.1 -0.2 -0.3 0.13
H -5.600530 -0.663708 -4.327463 -0.1 0.3 -0.3 0.14
H -3.874084 1.597470 -2.469198 0.1 -0.3 -0.3 0.12
H -2.905451 0.371218 -1.744272 -0.5 0.3 -0.5 0.06
```
Positions in Å, forces in eV/Å.


> The highest calculated total energy belongs to which entry?

C6H10